*i*
Here is a 3-piece molecular cluster, C6H14NO overall from the Open Molecules 2025 dataset. Energies are from the ωB97M-V functional and the def2-TZVPD basis.

The molar mass is 116.18 g mol⁻¹. For the HOMO-LUMO gap, the calculation gives 4.045 eV. The value obtained for the LUMO energy is -8.73 eV.

Geometry as ORCA input:
```
! RIJCOSX wB97M-V def2-TZVPD def2/J DEFGRID3
* xyz 1 1
O 2.106 -1.241 0.944
N 0.497 -1.943 -0.727
C -0.307 1.470 -0.676
C 0.288 1.617 -1.946
C -1.231 0.269 -0.469
C -0.372 -1.957 0.496
C -0.775 -0.520 0.843
C -0.092 2.320 0.443
H -1.224 -0.471 -1.300
H -1.586 -0.455 1.608
H -1.211 -2.661 0.512
H 0.216 -0.033 1.075
H 3.009 -1.030 0.894
H 0.761 -2.854 -1.005
H -0.214 1.628 2.251
H -0.210 1.018 -2.768
H 0.914 2.517 -2.089
H 0.865 2.917 0.370
H -2.316 0.501 -0.196
H 0.394 -2.239 1.266
H -0.976 2.718 0.925
H 1.464 -1.572 -0.451
*
```

natural (NBO) atomic charge list, values in e, 2 entries: O -0.76; N -0.52


*ii*
Here is a 2-piece molecular cluster, C6H14NO overall from the Open Molecules 2025 dataset. Energies are from the ωB97M-V functional and the def2-TZVPD basis.

The molar mass is 116.18 g mol⁻¹. For the HOMO-LUMO gap, the calculation gives 7.044 eV. The value obtained for the LUMO energy is -5.16 eV.

Geometry as ORCA input:
```
! RIJCOSX wB97M-V def2-TZVPD def2/J DEFGRID3
* xyz 1 1
O 1.535 -0.248 -2.109
N -0.520 0.578 0.135
C -1.413 -1.588 -0.589
C -1.282 -0.119 -0.858
C -0.644 0.052 1.550
C -0.389 1.993 0.016
C 2.717 -0.406 0.135
C 1.963 -0.316 -1.059
H 0.305 2.349 0.669
H 3.575 -1.057 -0.094
H 3.152 0.521 0.603
H -2.013 -1.781 0.344
H -0.069 0.721 2.202
H -0.811 0.048 -1.900
H -2.153 -2.034 -1.338
H -2.401 0.405 -0.828
H 2.161 -0.722 0.984
H -1.722 0.042 1.830
H 0.045 2.248 -0.886
H -0.563 -2.150 -0.610
H -1.267 2.488 0.272
H -0.207 -1.025 1.529
*
```

natural (NBO) atomic charge list, values in e, 2 entries: O -0.25; N -0.46


*ii* is preferred energetically. Next in line: 0.2927 hartree higher.


*i*
Here is a 2-piece molecular cluster, C6H14NO overall from the Open Molecules 2025 dataset. Energies are from the ωB97M-V functional and the def2-TZVPD basis.

The molar mass is 116.18 g mol⁻¹. For the HOMO-LUMO gap (alpha / beta), the calculation gives 8.488 / 5.385 eV. The value obtained for the LUMO energy (alpha / beta) is -3.10 / -4.54 eV.

Geometry as ORCA input:
```
! RIJCOSX wB97M-V def2-TZVPD def2/J DEFGRID3
* xyz 1 1
O -1.105 1.286 1.799
N -0.010 0.796 -2.114
C 0.130 1.057 1.885
C 0.307 -0.342 -1.164
C -2.039 0.448 2.498
C 1.759 -0.693 -1.293
C 1.346 0.878 2.244
C -0.686 -1.444 -1.386
H -0.941 1.171 -1.905
H -0.004 0.496 -3.108
H 2.077 0.412 1.602
H -1.605 -0.524 2.730
H -0.488 -2.255 -0.692
H -2.908 0.331 1.853
H 0.690 1.536 -2.001
H -0.644 -1.859 -2.401
H 1.983 -1.544 -0.659
H 1.734 1.207 3.205
H 2.048 -0.963 -2.318
H -2.335 0.954 3.418
H -1.702 -1.090 -1.212
H 2.392 0.141 -0.982
*
```

natural (NBO) atomic charge list, values in e, 2 entries: O -0.43; N -0.71


*ii*
Here is C6H14NO as an isolated structure from the Open Molecules 2025 dataset. Energies are from the ωB97M-V functional and the def2-TZVPD basis.

The molar mass is 116.18 g mol⁻¹. For the HOMO-LUMO gap, the calculation gives 3.981 eV. The value obtained for the LUMO energy is -9.06 eV.

Geometry as ORCA input:
```
! RIJCOSX wB97M-V def2-TZVPD def2/J DEFGRID3
* xyz 1 1
O -1.403 1.770 0.135
N -2.721 0.092 -1.052
C -0.265 -0.983 1.914
C 1.776 -0.680 -1.160
C 1.357 -0.368 0.203
C 0.909 -1.280 1.297
C 0.201 -0.516 -0.875
C 1.558 1.118 0.571
H -3.520 0.416 -1.604
H -2.101 2.337 0.499
H 0.559 1.567 0.734
H -0.305 -1.470 -0.863
H 2.030 0.048 -1.928
H -2.249 -0.471 -1.764
H 2.147 1.591 -0.208
H 2.106 1.120 1.523
H 2.273 -1.617 -1.421
H 1.554 -2.156 1.404
H -0.910 -0.180 1.570
H -2.145 0.899 -0.401
H -0.288 0.321 -1.348
H -0.564 -1.559 2.776
*
```

natural (NBO) atomic charge list, values in e, 2 entries: O -0.81; N -0.69


*i* is preferred energetically. Next in line: 0.1373 hartree higher.


*i*
Here is a 5-piece molecular cluster, H10O4S overall from the Open Molecules 2025 dataset. Energies are from the ωB97M-V functional and the def2-TZVPD basis.

The molar mass is 106.14 g mol⁻¹. For the HOMO-LUMO gap, the calculation gives 10.118 eV. Its SMILES is O.O.O.O.S. The value obtained for the LUMO energy is 0.39 eV.

Geometry as ORCA input:
```
! RIJCOSX wB97M-V def2-TZVPD def2/J DEFGRID3
* xyz 0 1
S 0.160 5.632 3.365
O -0.970 -3.851 -0.970
O 0.256 -1.208 -2.621
O -0.212 0.991 -0.718
O 1.403 -1.599 1.103
H 1.081 -1.157 -3.117
H 0.009 0.175 -1.190
H -0.889 1.399 -1.270
H 1.165 -1.352 0.200
H 1.615 -0.735 1.488
H -1.295 -3.949 -0.063
H -0.253 5.113 4.521
H -0.971 5.654 2.652
H 0.348 -2.054 -2.139
H -1.445 -3.056 -1.242
*
```

natural (NBO) atomic charge list, values in e, 2 entries: S -0.29; O -0.94


*ii*
Here is a 5-piece molecular cluster, H10O4S overall from the Open Molecules 2025 dataset. Energies are from the ωB97M-V functional and the def2-TZVPD basis.

The molar mass is 106.14 g mol⁻¹. For the HOMO-LUMO gap, the calculation gives 10.697 eV. Its SMILES is O.O.O.O.S. The value obtained for the LUMO energy is 0.52 eV.

Geometry as ORCA input:
```
! RIJCOSX wB97M-V def2-TZVPD def2/J DEFGRID3
* xyz 0 1
S 2.004 1.470 -2.464
O 0.238 1.447 0.117
O -1.420 -1.910 1.096
O -1.950 -0.042 -0.839
O 1.079 -0.201 2.275
H -0.511 -1.605 1.336
H 0.829 1.240 -0.552
H 0.867 0.373 1.447
H 1.342 0.360 3.023
H -1.681 -0.791 -0.237
H -0.754 1.363 -0.139
H -1.667 -2.337 1.942
H 2.569 0.322 -1.931
H -2.204 -0.462 -1.666
H 1.259 0.772 -3.409
*
```

natural (NBO) atomic charge list, values in e, 2 entries: S -0.30; O -1.00


*ii* is preferred energetically. Next in line: 0.0060 hartree higher.


*i*
Here is one molecule with the formula C2H6N4 from the Open Molecules 2025 dataset. Energies are from the ωB97M-V functional and the def2-TZVPD basis.

The molar mass is 86.10 g mol⁻¹. For the HOMO-LUMO gap, the calculation gives 8.720 eV. Its SMILES is C=CN/N=N\N. The value obtained for the LUMO energy is 0.64 eV.

Geometry as ORCA input:
```
! RIJCOSX wB97M-V def2-TZVPD def2/J DEFGRID3
* xyz 0 1
N -0.409 -0.191 -0.751
N -1.532 -0.004 1.390
N -1.956 -0.982 0.530
N -1.132 -1.275 -0.372
C 1.783 0.816 -0.772
C 0.954 -0.223 -0.867
H -0.819 0.688 -0.441
H -0.515 -0.023 1.464
H 2.857 0.674 -0.846
H 1.343 -1.229 -1.019
H -1.992 -0.078 2.293
H 1.417 1.825 -0.609
*
```

natural (NBO) atomic charge list, values in e, 2 entries: N -0.46; N -0.69


*ii*
Here is one molecule with the formula C2H6N4 from the Open Molecules 2025 dataset. Energies are from the ωB97M-V functional and the def2-TZVPD basis.

The molar mass is 86.10 g mol⁻¹. For the HOMO-LUMO gap, the calculation gives 9.042 eV. The value obtained for the LUMO energy is 0.78 eV.

Geometry as ORCA input:
```
! RIJCOSX wB97M-V def2-TZVPD def2/J DEFGRID3
* xyz 0 1
N -0.652 -0.613 1.042
N -0.826 -1.115 -0.302
N 0.576 1.689 -1.305
N 0.305 -0.614 -1.056
C 0.098 0.673 1.042
C 0.533 0.888 -0.384
H 0.950 0.622 1.724
H 0.296 0.259 -1.912
H -0.135 -1.327 1.539
H -0.551 1.497 1.342
H -1.642 -0.644 -0.683
H 1.048 -1.314 -1.047
*
```

natural (NBO) atomic charge list, values in e, 2 entries: N -0.46; N -0.30


*iii*
Here is one molecule with the formula C2H6N4 from the Open Molecules 2025 dataset. Energies are from the ωB97M-V functional and the def2-TZVPD basis.

The molar mass is 86.10 g mol⁻¹. For the HOMO-LUMO gap, the calculation gives 10.281 eV. Its SMILES is [H]/N=C\N/C(N)=N\[H]. The value obtained for the LUMO energy is 0.72 eV.

Geometry as ORCA input:
```
! RIJCOSX wB97M-V def2-TZVPD def2/J DEFGRID3
* xyz 0 1
N -1.934 -0.995 -0.246
N 0.389 -0.394 0.315
N 2.649 -0.081 -0.150
N -1.230 1.216 0.009
C -0.982 -0.181 -0.025
C 1.406 0.247 -0.359
H 0.527 -1.335 0.771
H -2.200 1.477 -0.230
H 1.152 1.063 -1.092
H -1.524 -1.880 -0.580
H 2.659 -0.830 0.667
H -0.912 1.693 0.920
*
```

natural (NBO) atomic charge list, values in e, 2 entries: N -0.71; N -0.67


*iii* is preferred energetically. Next in line: 0.1107 hartree higher.


*i*
Here is one molecule with the formula C2H6N4 from the Open Molecules 2025 dataset. Energies are from the ωB97M-V functional and the def2-TZVPD basis.

The molar mass is 86.10 g mol⁻¹. For the HOMO-LUMO gap, the calculation gives 8.612 eV. Its SMILES is C=NN/C=N\N. The value obtained for the LUMO energy is 0.90 eV.

Geometry as ORCA input:
```
! RIJCOSX wB97M-V def2-TZVPD def2/J DEFGRID3
* xyz 0 1
N -1.824 -1.106 -0.188
N 0.891 -0.333 -0.174
N -2.013 0.207 0.091
N 0.238 0.824 -0.146
C 2.160 -0.391 0.031
C -1.097 1.050 -0.019
H 2.586 -1.410 0.147
H -1.310 2.132 -0.079
H -0.842 -1.400 -0.163
H -2.440 -1.639 0.405
H 0.826 1.651 -0.189
H 2.825 0.416 0.282
*
```

natural (NBO) atomic charge list, values in e, 2 entries: N -0.65; N -0.23


*ii*
Here is a 2-piece molecular cluster, C2H6N4 overall from the Open Molecules 2025 dataset. Energies are from the ωB97M-V functional and the def2-TZVPD basis.

The molar mass is 86.10 g mol⁻¹. For the HOMO-LUMO gap (alpha / beta), the calculation gives 8.226 / 7.949 eV. Its SMILES is [H]/N=N/C.N=C=N. The value obtained for the LUMO energy (alpha / beta) is 0.37 / -0.03 eV.

Geometry as ORCA input:
```
! RIJCOSX wB97M-V def2-TZVPD def2/J DEFGRID3
* xyz 0 1
N -0.553 2.002 -0.249
N 0.145 1.023 0.028
N 0.248 -1.613 1.511
N -1.567 -1.338 0.073
C -0.760 -1.125 0.980
C 1.074 0.343 -1.074
H 2.093 0.285 -0.705
H 0.662 -0.655 -1.212
H -0.236 2.882 0.182
H -2.459 -0.882 -0.006
H 0.881 0.897 -1.993
H 0.472 -1.819 2.466
*
```

natural (NBO) atomic charge list, values in e, 2 entries: N -0.40; N -0.12


*i* is preferred energetically. Next in line: 0.0933 hartree higher.


*i*
Here is C2H6N4 as an isolated structure from the Open Molecules 2025 dataset. Energies are from the ωB97M-V functional and the def2-TZVPD basis.

The molar mass is 86.10 g mol⁻¹. For the HOMO-LUMO gap, the calculation gives 8.662 eV. The value obtained for the LUMO energy is 0.88 eV.

Geometry as ORCA input:
```
! RIJCOSX wB97M-V def2-TZVPD def2/J DEFGRID3
* xyz 0 1
N -2.297 -0.050 0.594
N 0.917 0.501 -0.084
N -1.587 0.928 -0.163
N -1.135 -0.897 0.584
C -0.448 0.271 -0.024
C 1.869 -0.627 0.002
H 1.167 1.062 -0.924
H 1.747 -0.997 1.043
H -1.912 1.882 -0.200
H 2.948 -0.182 0.005
H 1.780 -1.410 -0.754
H -3.049 -0.481 -0.079
*
```

natural (NBO) atomic charge list, values in e, 2 entries: N -0.27; N -0.61


*ii*
Here is a 2-piece molecular cluster, C2H6N4 overall from the Open Molecules 2025 dataset. Energies are from the ωB97M-V functional and the def2-TZVPD basis.

The molar mass is 86.10 g mol⁻¹. For the HOMO-LUMO gap, the calculation gives 8.629 eV. Its SMILES is N=C=NN.C=N. The value obtained for the LUMO energy is 0.41 eV.

Geometry as ORCA input:
```
! RIJCOSX wB97M-V def2-TZVPD def2/J DEFGRID3
* xyz 0 1
N -0.993 -1.244 0.024
N 1.626 0.259 0.211
N 0.069 -1.816 0.632
N -2.214 0.810 0.180
C 0.859 0.971 -0.537
C -1.367 -0.067 0.005
H -2.241 1.602 -0.448
H 0.983 -1.108 0.491
H 0.518 1.971 -0.276
H 0.733 0.658 -1.567
H 1.791 0.669 1.132
H 0.236 -2.705 0.154
*
```

natural (NBO) atomic charge list, values in e, 2 entries: N -0.30; N -0.65


*ii* is preferred energetically. Next in line: 0.0204 hartree higher.